1.
Formula: C23H25N3O5
Source: the OMol25 dataset
Level of theory: ωB97M-V/def2-TZVPD

Calculated values
Frontier orbital gap in eV: 8.034
Spin multiplicity: 1
Energy in Ha: -1431.19171
HOMO in eV: -8.2899
Energy relative to the best compared isomer or geometry (same formula, charge and spin) in kJ/mol: 2109.1

Last column: natural (NBO) charge in e.
Positions of all 56 atoms, in Å:
1 C 4.52 -4.09 0.83  -0.65
2 C 3.89 -3.16 -0.20  -0.07
3 H 2.94 -3.47 -0.54  0.20
4 H 4.42 -2.96 -1.10  0.19
5 O 3.43 -2.10 0.30  -0.50
6 C 4.29 -1.04 0.48  0.91
7 O 5.36 -1.20 0.10  -0.61
8 N 3.88 0.21 0.87  -0.51
9 C 4.70 1.38 0.98  -0.25
10 C 4.20 2.47 0.24  -0.27
11 N 2.65 2.68 0.22  -0.39
12 C 2.02 2.30 -1.20  -0.06
13 C 2.55 0.72 -1.92  -0.48
14 C 1.35 0.08 -1.66  0.66
15 O 1.25 -1.19 -2.08  -0.55
16 N 0.19 0.74 -1.13  -0.47
17 C 0.64 1.92 -0.92  0.65
18 O -0.21 2.90 -0.60  -0.61
19 C -0.96 0.38 -1.19  0.13
20 C -1.83 0.61 0.12  -0.13
21 C -3.14 0.08 0.04  -0.32
22 C -3.77 -0.60 -0.72  0.28
23 C -2.90 -0.88 -1.95  -0.22
24 C -1.67 -0.47 -1.96  -0.14
25 H -1.03 -0.58 -3.25  0.17
26 H -3.25 -1.59 -2.78  0.24
27 O -4.88 -1.43 -0.80  -0.44
28 C -5.86 -0.47 -0.12  0.28
29 C -6.14 0.71 0.05  -0.31
30 C -7.10 1.25 0.68  -0.22
31 C -8.04 0.59 1.21  -0.18
32 C -7.92 -0.93 1.10  -0.23
33 C -6.78 -1.42 0.58  -0.22
34 H -6.69 -2.65 0.49  0.23
35 H -8.63 -1.61 1.73  0.22
36 H -8.84 1.11 1.83  0.22
37 H -7.24 2.37 0.46  0.22
38 H -5.37 1.40 -0.32  0.23
39 H -3.68 0.35 1.04  0.21
40 H -1.49 1.30 0.89  0.23
41 H 2.81 1.00 -2.71  0.21
42 H 3.27 0.50 -1.15  0.26
43 H 2.25 3.04 -1.69  0.19
44 C 2.10 1.69 1.40  -0.31
45 H 0.96 1.99 1.29  0.26
46 C 2.70 0.28 1.47  -0.25
47 H 2.56 -0.09 2.57  0.19
48 H 2.02 -0.44 0.93  0.23
49 H 2.55 2.47 2.13  0.22
50 H 4.42 2.55 -0.72  0.19
51 H 4.50 3.51 0.65  0.22
52 H 4.87 1.69 2.07  0.21
53 H 5.92 1.13 0.60  0.27
54 H 4.72 -5.12 0.34  0.22
55 H 3.99 -4.34 1.75  0.22
56 H 5.47 -3.56 1.25  0.22


2.
Formula: H80O40
Source: the OMol25 dataset
Level of theory: ωB97M-V/def2-TZVPD

Calculated values
Frontier orbital gap in eV: 9.577
Spin multiplicity: 1
Energy in Ha: -3057.50073
HOMO in eV: -9.8821
Energy relative to the best compared isomer or geometry (same formula, charge and spin) in kJ/mol: 673.7

Last column: Mulliken charge in e.
Positions of all 120 atoms, in Å:
1 H 0.34 -1.32 5.40  0.33
2 H -1.10 -1.52 5.49  0.31
3 O -0.34 -2.01 5.15  -0.68
4 H 3.30 3.48 -0.11  0.26
5 H 3.00 2.02 -0.78  0.24
6 O 2.62 2.83 -0.38  -0.56
7 H -2.61 2.82 0.35  -0.16
8 H -1.21 1.98 0.57  0.20
9 O -2.17 1.92 0.29  0.47
10 H -2.49 -2.37 3.91  0.08
11 H -3.52 -2.58 4.86  0.35
12 O -3.49 -2.46 3.91  -0.64
13 H -0.93 4.68 -2.89  0.23
14 H -0.37 3.25 -2.31  0.34
15 O -0.98 4.06 -2.15  -0.49
16 H -0.09 -5.37 -2.51  0.28
17 O 0.73 -5.11 -3.02  -0.60
18 H 0.04 -1.89 3.09  0.24
19 O 0.33 -1.50 2.20  -0.11
20 H -0.10 -1.30 -1.60  0.06
21 H -1.48 -1.43 -2.14  0.25
22 O -0.94 -1.77 -1.38  -0.28
23 H -5.22 2.36 -1.42  0.40
24 H -4.91 0.91 -1.25  0.25
25 O -5.49 1.45 -1.75  -0.69
26 H -5.35 -3.85 1.18  0.29
27 H -4.61 -3.95 -0.16  0.31
28 O -4.93 -4.49 0.55  -0.63
29 H -5.34 4.39 -0.80  0.30
30 H -5.59 4.16 0.62  0.25
31 O -5.00 3.86 -0.07  -0.54
32 H -3.57 -1.57 0.25  0.09
33 O -3.90 -2.06 -0.47  -0.53
34 H 6.56 -1.16 -1.72  0.34
35 H 5.94 -1.21 -3.15  0.26
36 O 6.04 -0.66 -2.36  -0.66
37 H 3.68 0.45 4.54  0.26
38 H 3.32 0.33 3.02  0.36
39 O 3.29 0.92 3.81  -0.60
40 H -0.17 4.24 5.29  0.22
41 H -1.32 3.54 4.85  0.30
42 O -0.38 3.66 4.55  -0.51
43 H 5.35 3.35 -1.40  0.31
44 H 5.67 3.11 -0.02  0.27
45 O 4.96 3.52 -0.53  -0.58
46 H -0.86 5.69 -0.66  0.33
47 H -0.65 4.46 -0.05  0.25
48 O -1.18 5.25 0.14  -0.73
49 H 2.88 -4.34 -0.01  0.25
50 H 2.34 -3.31 0.90  0.21
51 O 3.10 -3.45 0.31  -0.39
52 H 4.22 -0.77 0.23  0.25
53 O 4.10 -0.04 -0.40  -0.38
54 H 2.02 -1.21 1.83  0.33
55 H 3.26 -2.09 2.19  0.23
56 O 2.91 -1.19 2.17  -0.69
57 H 0.17 0.37 3.50  0.23
58 O -0.28 0.38 4.36  -0.48
59 H 2.46 -0.10 -1.50  0.25
60 H 2.49 -1.59 -2.07  0.26
61 O 2.17 -0.70 -2.19  -0.59
62 H -2.72 0.22 -0.43  -0.08
63 H -2.15 0.56 -1.91  -0.24
64 O -2.82 0.11 -1.40  0.52
65 H 0.94 2.47 0.67  0.02
66 H 0.46 2.07 2.13  -0.06
67 O 0.17 2.39 1.27  -0.11
68 H -2.62 2.69 -2.13  0.24
69 H -3.53 2.10 -2.98  0.33
70 O -2.67 2.55 -3.12  -0.63
71 H 1.86 4.42 -2.77  0.30
72 H 2.71 3.25 -2.50  0.35
73 O 2.30 3.72 -3.23  -0.71
74 H 2.57 4.34 2.72  0.31
75 H 2.52 5.02 4.17  0.29
76 O 2.58 5.16 3.23  -0.61
77 H -2.63 -5.31 1.64  0.32
78 H -2.41 -3.93 2.19  0.24
79 O -2.21 -4.86 2.39  -0.65
80 H 5.73 -2.90 1.11  0.27
81 H 5.47 -2.91 -0.38  0.30
82 O 5.93 -2.42 0.30  -0.62
83 H -3.83 2.61 2.42  0.33
84 H -4.10 1.08 2.12  0.26
85 O -4.40 1.85 2.63  -0.66
86 H -1.22 -3.99 -0.99  0.22
87 H -2.64 -3.45 -0.76  0.41
88 O -2.07 -4.21 -0.63  -0.57
89 H -2.22 4.29 1.43  0.29
90 O -2.01 3.78 2.25  -0.61
91 H -2.98 -1.59 2.40  0.41
92 H -2.22 -0.47 1.52  0.07
93 O -2.25 -1.41 1.72  0.02
94 H 4.48 -0.42 -1.19  0.33
95 H 0.46 -5.39 -3.88  0.28
96 H -0.39 1.29 4.63  0.24
97 H -0.51 -1.57 1.70  -0.11
98 H -3.70 -1.67 -1.31  0.19
99 H -1.10 4.09 2.23  0.36
100 O 1.21 -4.90 1.91  -0.65
101 H 1.10 -4.67 2.84  0.31
102 H 0.51 -4.40 1.42  0.32
103 O 0.18 1.61 -3.07  -0.47
104 H 0.51 0.73 -2.85  0.15
105 H 1.01 1.94 -3.47  0.28
106 O 3.33 -3.77 -3.15  -0.58
107 H 2.53 -4.42 -2.96  0.30
108 H 3.39 -3.73 -4.10  0.27
109 O -4.75 -0.66 -4.08  -0.67
110 H -4.65 0.14 -3.52  0.35
111 H -5.23 -1.37 -3.67  0.27
112 O -0.93 -0.33 -5.61  -0.59
113 H -0.77 0.59 -5.44  0.29
114 H -1.82 -0.46 -5.96  0.30
115 O 6.75 1.33 -0.89  -0.69
116 H 6.49 1.01 -1.80  0.36
117 H 6.10 1.11 -0.23  0.34
118 O 0.19 -2.49 -3.35  -0.42
119 H 0.37 -1.82 -4.02  0.27
120 H 0.92 -2.52 -2.75  0.11


3.
Formula: C5H15AsF6IN3Zn
Source: the OMol25 dataset
Level of theory: ωB97M-V/def2-TZVPD

Calculated values
Frontier orbital gap (alpha / beta) in eV: 10.044 / 7.288
Spin multiplicity: 2
Energy in Ha: -5275.66237
HOMO (alpha / beta) in eV: -13.3750 / -13.9443
Energy relative to the best compared isomer or geometry (same formula, charge and spin) in kJ/mol: 56.3
Net charge: +1

Last column: natural (NBO) charge in e.
Positions of all 32 atoms, in Å:
1 Zn -0.33 0.12 -1.09  1.65
2 N 1.74 -0.33 -1.10  -0.94
3 C 1.86 -1.29 0.01  -0.25
4 C 0.90 -2.46 -0.23  -0.24
5 N -0.48 -1.98 -0.50  -0.74
6 C -1.44 -2.06 0.63  -0.24
7 C -1.79 -0.68 1.20  -0.26
8 N -2.12 0.24 0.10  -0.92
9 H 2.25 -0.66 -1.91  0.39
10 H 2.18 0.55 -0.81  0.43
11 H 1.60 -0.78 0.94  0.23
12 H 2.87 -1.68 0.10  0.22
13 H 0.91 -3.12 0.64  0.22
14 H 1.23 -3.03 -1.09  0.21
15 H -0.85 -2.53 -1.26  0.40
16 H -1.04 -2.68 1.43  0.22
17 H -2.36 -2.53 0.27  0.21
18 H -0.94 -0.26 1.74  0.24
19 H -2.61 -0.79 1.90  0.22
20 H -2.14 1.19 0.46  0.43
21 H -3.05 0.04 -0.27  0.39
22 F 0.25 1.44 0.22  -0.80
23 As 1.03 2.62 1.60  2.86
24 F -0.63 2.99 1.86  -0.61
25 F 0.83 1.21 2.59  -0.62
26 F 1.70 3.60 2.78  -0.57
27 F 2.49 1.90 1.00  -0.62
28 F 1.08 3.74 0.30  -0.60
29 I 0.58 1.76 -3.99  0.45
30 C -0.92 1.62 -2.57  -0.86
31 H -1.87 1.35 -3.01  0.23
32 H -0.92 2.49 -1.91  0.25


4.
Formula: C15H17N3O4S
Source: the OMol25 dataset
Level of theory: ωB97M-V/def2-TZVPD

Calculated values
Frontier orbital gap in eV: 9.376
Spin multiplicity: 1
Energy in Ha: -1445.16853
HOMO in eV: -8.7673
Energy relative to the best compared isomer or geometry (same formula, charge and spin) in kJ/mol: 267.1

Last column: natural (NBO) charge in e.
Positions of all 40 atoms, in Å:
1 O -1.26 0.08 -2.26  -0.63
2 C -1.94 0.68 -1.46  0.68
3 C -2.04 2.20 -1.51  -0.61
4 S -0.35 2.89 -1.59  0.34
5 C 0.24 2.18 -0.15  0.29
6 N -0.46 1.56 0.76  -0.37
7 N 0.43 1.14 1.69  -0.29
8 C 1.60 1.53 1.32  0.42
9 C 2.89 1.32 2.03  -0.12
10 O 3.96 1.06 1.16  -0.48
11 C 3.89 -0.04 0.34  0.29
12 C 2.89 -1.00 0.37  -0.27
13 C 2.94 -2.06 -0.52  -0.20
14 C 3.97 -2.18 -1.43  -0.24
15 C 4.97 -1.22 -1.45  -0.19
16 C 4.94 -0.16 -0.58  -0.26
17 O 1.55 2.21 0.15  -0.40
18 N -2.67 0.04 -0.52  -0.43
19 C -3.45 0.67 0.54  -0.26
20 C -3.79 -0.38 1.60  -0.07
21 O -4.51 -1.47 1.09  -0.53
22 C -4.06 -1.91 -0.18  -0.07
23 C -2.66 -1.41 -0.51  -0.26
24 H -2.56 2.65 -0.67  0.24
25 H -2.51 2.49 -2.45  0.26
26 H 2.75 0.52 2.77  0.21
27 H 3.17 2.24 2.56  0.22
28 H 2.08 -0.93 1.07  0.22
29 H 2.15 -2.80 -0.50  0.22
30 H 3.99 -3.01 -2.12  0.21
31 H 5.79 -1.30 -2.16  0.21
32 H 5.71 0.60 -0.58  0.22
33 H -2.85 1.45 1.02  0.24
34 H -4.37 1.09 0.13  0.19
35 H -4.42 0.07 2.37  0.20
36 H -2.86 -0.72 2.08  0.17
37 H -4.77 -1.56 -0.95  0.17
38 H -4.08 -3.00 -0.17  0.19
39 H -1.94 -1.78 0.22  0.20
40 H -2.36 -1.75 -1.50  0.25